# 1
Below is CH2NOP in the gas phase in a non-equilibrium geometry, with properties calculated with ωB97M-V/def2-TZVPD.

Results
HOMO-LUMO gap in Eh: 0.3585
Multiplicity: 1
Charge: 0
E in a.u.: -510.59528

Element x y z (Å)
P -1.09166 0.64896 0.09592
O 2.66787 -0.00961 -0.04728
N 0.17639 -0.48062 0.18973
C 1.53706 -0.15636 0.00601
H -1.56509 0.11922 -1.16099
H -1.72457 -0.12159 0.91661

# 2
Below is a gas-phase ion, C9H14N3 (charge +1) in a non-equilibrium geometry, with properties calculated with ωB97M-V/def2-TZVPD.

Results
HOMO-LUMO gap in Eh: 0.3213
Multiplicity: 1
Charge: +1
E in a.u.: -515.19456

Element x y z (Å)
N 0.38576 1.51071 -0.64088
N 1.67061 1.37938 -0.54917
N -0.34414 0.50120 -0.54598
C -2.62717 0.01396 -1.18399
C 3.49531 0.61633 0.68903
C -2.19957 1.27984 0.97788
C -1.69690 0.26133 -0.00530
C 0.99251 -1.56231 -1.18099
C 1.65375 -1.00318 0.07292
C 0.12993 -0.84599 -0.22310
C 2.27715 0.35457 0.00295
C -1.15797 -1.02530 0.56901
H 1.79907 -1.72798 0.92328
H -2.26402 0.88890 -1.86747
H -0.90120 -1.02469 1.68148
H -2.81779 1.96546 0.53895
H 3.35448 1.30580 1.61518
H -3.64994 0.23293 -0.82076
H -1.79221 -1.97394 0.46291
H 1.01394 -2.58951 -1.35824
H -2.48931 -0.99582 -1.49639
H 4.21419 1.18471 0.13788
H 4.06566 -0.27724 1.00386
H -1.40431 1.61613 1.62630
H 1.24161 -0.85155 -1.97523
H -2.94947 0.76626 1.54587

# 3
Below is a molecular structure, C17H30F21O26S12Zn3 in a non-equilibrium geometry, with properties calculated with ωB97M-V/def2-TZVPD.

Results
HOMO-LUMO gap in Eh: 0.0610
Multiplicity: 1
Charge: -1
E in a.u.: -14834.22757

Element x y z (Å)
Zn 1.66069 3.41085 5.13043
Zn 1.67112 5.57827 -4.25150
Zn -5.82641 1.63887 0.23322
S 1.47697 -2.27595 8.81321
S 1.97050 8.80006 1.57527
S -7.01561 -4.16044 2.89833
S 0.72964 2.68287 -9.87130
S 7.98229 5.92931 -4.04362
S 3.62981 -8.71445 5.69693
S -4.54681 6.59016 -3.85735
S -9.46514 -1.11801 -4.38924
S 7.39605 2.39728 2.48857
S -4.59283 4.07717 5.95636
S 4.12971 -8.14605 -5.46183
S 0.27171 0.30656 -0.27110
F -5.02244 6.38955 7.32445
F -5.61246 6.34978 5.26299
F -6.88025 5.36146 6.70543
F -5.53752 5.31288 -6.03320
F -5.66942 7.53095 -6.10889
F 8.52554 3.75677 -5.47985
F -0.03305 5.02649 -11.20402
F 1.00262 11.24898 1.12087
F 0.36340 -2.18563 0.47466
F 9.72360 1.17177 2.14450
F 1.55178 10.83881 3.09103
F 8.97092 1.04881 4.16461
F 0.28967 3.09572 -12.40954
F 0.88596 -1.92893 -1.61227
F 2.33863 -1.26648 -0.14329
F 10.30789 4.89037 -5.13069
F 8.08323 -0.23760 2.76652
F -7.01445 6.48818 -4.86426
F -1.50931 3.51149 -11.16231
F -0.35220 9.98004 2.27919
F 9.48434 3.77289 -3.52699
O -0.12185 1.51513 -9.72843
O 8.45428 6.53909 -2.76405
O 3.41622 9.11220 1.59077
O 0.36316 0.64294 1.16409
O 7.03234 2.19477 1.06737
O -4.77971 7.86410 -3.15976
O 1.47012 -0.86108 8.23989
O 0.93200 3.52660 -8.64730
O -3.22076 6.45974 -4.48736
O -6.46610 -3.04749 1.94784
O -3.21762 4.46453 6.07289
O 8.20851 3.66035 2.64706
O 1.54104 8.34913 0.26397
O 0.82290 1.23212 -1.31592
O 1.98814 2.44097 -10.50652
O 5.04102 -9.06388 5.16447
O -1.14847 0.14114 -0.31667
O 4.65563 -9.54138 -5.66296
O 1.65068 7.76400 2.56232
O 7.97048 6.81831 -5.19706
O -4.93043 5.46420 -2.95965
O -5.00805 3.59037 4.65623
O 6.57320 5.38299 -3.96500
O 6.24017 2.28042 3.41521
O -8.08940 -0.38761 -4.09172
O -4.83699 2.99843 6.87598
C 2.31089 -9.42478 4.64107
C 5.45050 -6.99110 -5.01206
C -8.94586 -2.62674 -5.38687
C -5.65959 -4.62535 4.08007
C 1.04076 -1.45206 -0.38733
C 9.15755 4.48933 -4.59767
C -5.63374 5.64338 6.42511
C 3.24113 -9.59175 7.38350
C -10.23355 -0.15476 -5.80799
C 0.85308 10.34834 2.03347
C 2.84585 -2.32178 10.01796
C 8.62652 0.98245 2.95123
C -5.83519 6.46242 -5.32791
C -6.99865 -5.71856 1.88283
C -0.19716 3.62814 -11.27393
C 0.24842 -2.23800 10.09824
C 3.70126 -7.50429 -7.19193
H -8.03502 -3.02819 -4.94267
H 3.77372 -2.08230 9.49854
H -6.84854 -6.57066 2.54577
H 5.61965 -7.21872 -3.95960
H 3.42633 -8.41835 -7.71825
H 2.22264 -8.61349 3.91850
H -6.04543 -5.43891 4.69436
H -6.30527 -5.76306 1.04298
H 0.56511 -2.12434 11.13501
H 2.82497 -6.87204 -7.04885
H -9.48850 0.11149 -6.55774
H 2.18151 -9.64253 7.63397
H -0.36114 -3.14159 10.10541
H 3.61378 -8.99343 8.21491
H -5.37469 -3.85598 4.79771
H -10.98304 -0.76489 -6.31209
H 5.17415 -5.93932 -5.08616
H -10.52556 0.80623 -5.38453
H -0.41586 -1.41237 9.84294
H -8.69540 -2.32011 -6.40242
H 1.39739 -9.50390 5.23044
H 2.77365 -1.67851 10.89494
H -7.88993 -6.08287 1.37196
H -9.72838 -3.37922 -5.28928
H -4.86751 -5.17547 3.57207
H 4.47616 -7.02661 -7.79147
H 3.49111 -10.64416 7.51776
H 6.30011 -7.16102 -5.67342
H 2.64747 -10.34491 4.16339
H 3.19523 -3.31868 10.28673

# 4
Below is 2 unconnected molecules or ions with the total composition C3H10NP in a non-equilibrium geometry, with properties calculated with ωB97M-V/def2-TZVPD.

Results
HOMO-LUMO gap (spin up / spin down) in Eh: 0.2971 / 0.2810
Multiplicity: 1
Charge: 0
E in a.u.: -516.23253

Element x y z (Å)
P 0.21831 -0.38685 -0.14051
N 0.98497 0.09972 1.12685
C 1.47367 -0.12581 -1.41007
C 0.22015 0.34890 2.24604
C -1.32565 0.68891 -0.71804
H -1.42815 0.32251 -1.77977
H 0.38049 -0.46917 3.13086
H -0.88249 0.43608 2.03281
H 2.01922 0.71398 -1.15273
H -1.20320 -2.44243 -0.17298
H 2.25680 -0.85751 -1.54634
H -2.10326 0.48029 -0.06701
H 1.14358 -0.02736 -2.36969
H -1.04589 1.74436 -0.63427
H 0.57536 1.24311 2.65723

- Which of these has the lowest E?
  C17H30F21O26S12Zn3

- Which value of charge does entry 4 give?
  0